Here is a molecular structure, C49H111AsF6N9O3P from the OMol25 dataset. Energies are from ωB97M-V/def2-TZVPD.

Each line ends with the Mulliken charge.
Cartesian coordinates (Å):
As (0.61782, -0.00135, 1.22245)  2.2802
F (0.98654, -0.14292, 2.93863)  -0.4885
F (-0.69472, -1.11165, 1.37656)  -0.6070
F (0.06181, 0.20967, -0.40683)  -0.4859
F (1.78706, 1.23641, 0.89858)  -0.3461
F (1.66849, -1.29932, 0.84694)  -0.6363
F (-0.40588, 1.29200, 1.83028)  -0.5943
C (1.12429, 1.66455, 5.51186)  -1.3691
N (-0.24328, 1.50820, 6.12233)  0.6122
C (-1.05023, 2.68478, 5.70182)  -0.9476
C (-0.85335, 0.28521, 5.44465)  -0.9198
C (-0.17503, 1.44548, 7.65906)  -0.4824
C (-1.39090, 0.93596, 8.39225)  -0.6339
O (-1.67117, -0.42975, 8.03389)  -0.5311
H (1.78339, 2.29683, 6.10117)  0.5619
H (1.00223, 2.01852, 4.49175)  0.2053
H (1.53917, 0.65898, 5.45700)  0.5992
H (-2.00483, 2.60860, 6.21866)  0.4690
H (-1.25531, 2.60364, 4.63319)  0.1157
H (-0.57766, 3.65292, 5.84543)  0.3882
H (-0.53997, -0.59673, 5.98796)  0.4742
H (-0.44971, 0.34282, 4.44074)  0.1401
H (-1.93375, 0.36335, 5.47528)  0.4064
H (-0.08866, 2.50476, 7.90464)  0.3057
H (0.73301, 0.89297, 7.88531)  0.4498
H (-2.27402, 1.55851, 8.24236)  0.3887
H (-1.16196, 0.87115, 9.45720)  0.3979
H (-2.60319, -0.60396, 8.20000)  0.3271
C (2.11190, 5.16936, 0.64940)  -0.8320
N (0.70600, 5.40006, 0.19797)  0.1342
C (0.69720, 6.61953, -0.68020)  -0.7925
C (0.26800, 4.14761, -0.51531)  -0.8912
C (-0.17295, 5.68888, 1.39372)  -0.9593
C (-0.23519, 4.65179, 2.49873)  0.3389
O (-0.88770, 5.23820, 3.61860)  -0.5498
H (2.14629, 4.43715, 1.44737)  0.2607
H (2.51110, 6.09225, 1.07518)  0.3620
H (2.74297, 4.90805, -0.19520)  0.4179
H (-0.32747, 6.87353, -0.94551)  0.3848
H (1.17761, 6.31972, -1.60961)  0.3644
H (1.18402, 7.41066, -0.12385)  0.4173
H (0.84871, 3.99877, -1.41862)  0.2836
H (-0.76202, 4.43534, -0.74849)  0.3957
H (0.22699, 3.24032, 0.08900)  0.2014
H (-1.12464, 6.02792, 0.98568)  0.5748
H (0.28455, 6.57452, 1.84679)  0.3006
H (0.73818, 4.36577, 2.88308)  0.0475
H (-0.82979, 3.78275, 2.19722)  0.0640
H (-1.75651, 5.58799, 3.39374)  0.3465
C (4.16622, 0.06072, 3.74755)  -0.9975
N (5.30618, 0.56069, 2.89373)  0.2769
C (4.98187, 1.72046, 2.03123)  -1.0682
C (6.40333, 1.02455, 3.82696)  -0.8173
C (5.72606, -0.60926, 2.02770)  -0.1282
C (6.90940, -0.43800, 1.08564)  -0.9187
O (8.08595, -0.05495, 1.78138)  -0.5266
H (3.86836, 0.98464, 4.24221)  0.4372
H (4.58563, -0.73305, 4.35245)  0.3962
H (3.33159, -0.24644, 3.11462)  0.1977
H (4.19251, 1.44319, 1.33111)  0.2725
H (5.85915, 2.01086, 1.46312)  0.4371
H (4.65700, 2.55692, 2.64568)  0.4411
H (6.67837, 0.13569, 4.39212)  0.3930
H (5.96783, 1.75677, 4.50704)  0.4064
H (7.26994, 1.46519, 3.35983)  0.3837
H (4.86717, -0.74964, 1.35898)  0.0115
H (5.75770, -1.51596, 2.62754)  0.5312
H (6.66649, 0.22851, 0.25772)  0.4007
H (7.13743, -1.43016, 0.68348)  0.4081
H (8.55073, 0.60870, 1.26054)  0.3602
C (-4.13053, -0.99964, -1.17687)  -0.6022
C (-4.02369, -0.65275, -2.66463)  -0.6525
N (-5.28335, -0.23525, -3.26579)  0.4199
C (-6.36331, -1.08012, -3.43653)  -0.3393
C (-7.33565, -0.37002, -4.04887)  -0.6586
N (-6.82262, 0.88581, -4.27417)  0.0973
C (-5.60007, 0.94847, -3.78397)  -0.1447
C (-7.56100, 1.96442, -4.96089)  -0.8410
H (-3.21016, -1.30545, -0.68166)  -0.1679
H (-4.76741, -1.88797, -1.10039)  0.4730
H (-4.60778, -0.28394, -0.50356)  0.2022
H (-3.73922, -1.60358, -3.12207)  0.2355
H (-3.18854, 0.00984, -2.88145)  0.3319
H (-6.26750, -2.08529, -3.06403)  0.4923
H (-8.28133, -0.70895, -4.43672)  0.5255
H (-4.95993, 1.81255, -3.83415)  0.5376
H (-7.25052, 2.00302, -6.00103)  0.3399
H (-7.40749, 2.89987, -4.43112)  0.3632
H (-8.62325, 1.74080, -4.91853)  0.3459
C (2.44527, -4.49558, 4.05826)  -1.2540
C (1.88230, -4.16348, 2.67299)  -0.0481
N (1.83586, -5.38911, 1.84950)  0.3982
C (0.71502, -6.13162, 1.58481)  -0.4471
C (1.09018, -7.19708, 0.83540)  -0.6266
N (2.46361, -7.14724, 0.76451)  0.0649
C (2.88804, -6.03168, 1.33529)  -0.1134
C (3.27348, -8.11827, 0.00100)  -0.7920
H (2.78067, -3.57539, 4.53676)  0.3510
H (3.27293, -5.20164, 4.06503)  0.3927
H (1.64961, -4.92071, 4.67150)  0.3822
H (2.60687, -3.48517, 2.22633)  0.1019
H (0.87777, -3.75960, 2.72144)  0.1108
H (-0.24545, -5.84739, 1.97792)  0.5640
H (0.49559, -8.04949, 0.55534)  0.4885
H (3.91635, -5.73179, 1.44465)  0.4716
H (4.29566, -8.06483, 0.36293)  0.3347
H (3.23570, -7.88330, -1.05960)  0.3377
H (2.85499, -9.10680, 0.16222)  0.3270
C (-3.66328, 0.17957, 2.38037)  -0.6570
C (-4.83270, 0.88258, 3.12092)  -1.0798
N (-5.98191, 1.24489, 2.31197)  0.3359
C (-6.04820, 2.17073, 1.30140)  -0.3565
C (-7.34119, 2.20055, 0.89546)  -0.6777
N (-8.02664, 1.27280, 1.63980)  0.0731
C (-7.18914, 0.70683, 2.48766)  0.0715
C (-9.46980, 0.99973, 1.47100)  -0.7988
H (-2.92825, -0.20747, 3.07598)  0.3090
H (-3.18871, 0.84615, 1.65789)  0.1888
H (-4.14435, -0.60069, 1.78662)  0.3880
H (-4.42003, 1.74062, 3.65054)  0.4101
H (-5.12541, 0.14559, 3.86652)  0.3386
H (-5.17872, 2.70679, 0.96855)  0.5446
H (-7.82440, 2.74321, 0.10186)  0.5090
H (-7.41232, -0.12646, 3.13310)  0.3776
H (-9.74376, 0.07996, 1.97762)  0.3278
H (-9.65478, 0.85947, 0.40901)  0.3374
H (-10.01635, 1.86063, 1.84409)  0.3488
C (4.52562, -4.69691, -6.68248)  -1.3878
C (3.29372, -3.79983, -6.72149)  -0.4171
C (3.10048, -3.00080, -5.44115)  -0.6541
C (1.94110, -2.00354, -5.58168)  -1.2149
P (1.49509, -1.03076, -4.14326)  0.0400
C (2.86772, 0.08922, -3.80383)  -1.1105
C (2.73530, 1.07045, -2.62188)  0.8558
C (2.58979, 2.53428, -3.05757)  -0.0335
C (3.76025, 2.99255, -3.94356)  -1.5086
C (1.14908, -2.11381, -2.74601)  -0.3127
C (-0.25256, -2.65063, -2.46807)  -0.4088
C (-0.24787, -3.82143, -1.46546)  -0.2613
C (-1.65502, -4.09227, -0.91830)  -0.9514
C (0.03912, 0.01175, -4.40458)  -0.3538
C (0.06539, 0.68906, -5.78573)  -0.8776
C (-1.03697, 1.71542, -6.02884)  -0.7966
C (-2.45491, 1.15179, -6.00648)  -0.7653
H (4.55184, -5.29059, -7.59700)  0.4050
H (4.45933, -5.44746, -5.89059)  0.3393
H (5.47047, -4.16246, -6.60151)  0.3646
H (2.45023, -4.46038, -6.93118)  0.3634
H (3.38291, -3.08657, -7.54541)  0.3494
H (3.99912, -2.45292, -5.14372)  0.3576
H (2.90024, -3.68969, -4.61197)  0.2296
H (1.03008, -2.51438, -5.91724)  0.5906
H (2.17099, -1.26405, -6.35803)  0.7929
H (2.94524, 0.60100, -4.77260)  0.5761
H (3.80086, -0.47909, -3.77527)  0.5868
H (3.59975, 1.02089, -1.96289)  0.5489
H (1.82014, 0.76821, -2.10387)  -0.9222
H (2.68864, 3.14698, -2.15902)  -0.1766
H (1.64555, 2.69971, -3.58348)  0.2379
H (3.62839, 4.02728, -4.25622)  0.4480
H (3.97327, 2.36507, -4.80394)  0.3557
H (4.65307, 3.00656, -3.31061)  0.3620
H (1.41215, -1.60103, -1.81605)  -0.4421
H (1.85903, -2.94169, -2.84033)  0.8653
H (-0.69887, -3.07579, -3.37605)  0.6628
H (-0.91818, -1.88241, -2.06841)  -0.0103
H (0.39480, -3.51190, -0.63622)  0.0174
H (0.04699, -4.72600, -1.99665)  0.4294
H (-2.26821, -4.62019, -1.65022)  0.4359
H (-2.14054, -3.15724, -0.64518)  -0.0839
H (-1.58746, -4.75265, -0.05461)  0.3172
H (-0.10886, 0.72574, -3.59229)  0.4046
H (-0.78293, -0.70975, -4.44294)  0.6425
H (-0.15135, -0.09361, -6.52202)  0.3298
H (1.01803, 1.15216, -6.04885)  0.4810
H (-0.86851, 2.26393, -6.95604)  0.4886
H (-1.00486, 2.52095, -5.27874)  0.2525
H (-3.21446, 1.93149, -6.04216)  0.4243
H (-2.57196, 0.43184, -5.18913)  -0.0641
H (-2.66770, 0.55710, -6.90281)  0.3598

Values from the calculation:
Total charge   +6
Energy relative to the best compared isomer or geometry (same formula, charge and spin)   0.0 kcal/mol

---

Here is a single C3H5N3 molecule from the OMol25 dataset. Energies are from ωB97M-V/def2-TZVPD.

Each line ends with the Mulliken charge.
Cartesian coordinates (Å):
C (-1.63613, -0.37874, 0.01891)  -0.9860
C (-0.16908, -0.09411, -0.00176)  0.6199
C (0.51531, 1.11538, -0.22021)  -0.2289
N (1.82251, 0.89980, -0.11475)  -0.5896
N (1.88629, -0.38851, 0.15236)  0.3055
N (0.73994, -1.03962, 0.23078)  -0.5871
H (-2.03230, -0.32213, 1.03949)  0.2307
H (-2.18490, 0.34427, -0.59155)  0.2984
H (-1.83749, -1.38238, -0.36384)  0.3025
H (0.12654, 2.10072, -0.44002)  0.3941
H (2.76933, -0.85468, 0.29059)  0.2405

Values from the calculation:
Energy relative to the best compared isomer or geometry (same formula, charge and spin)   17.7 kcal/mol

---

Here is a molecular structure, C31H27ClN9O2RbS from the OMol25 dataset. Energies are from ωB97M-V/def2-TZVPD.

Each line ends with the Mulliken charge.
Cartesian coordinates (Å):
Rb (0.51551, -0.68815, 0.81666)  0.7575
C (3.99444, 0.75285, 0.42147)  -0.6047
O (3.00288, 0.05534, -0.31135)  0.0034
C (3.39187, -0.48675, -1.51908)  0.6800
C (4.72449, -0.52483, -1.91003)  -0.6925
C (5.08886, -1.07341, -3.13287)  -0.7005
C (4.11627, -1.59384, -3.96681)  -0.9204
C (2.78772, -1.56165, -3.57193)  -0.1499
C (2.39240, -1.00957, -2.35774)  -0.0349
N (1.01716, -1.01845, -1.92854)  0.1501
N (0.25625, -1.15806, -2.92789)  -0.1919
C (-1.09287, -1.37647, -2.86362)  -0.3364
C (-1.87209, -1.63157, -1.69173)  0.3072
O (-1.45240, -1.48516, -0.51056)  -0.4628
C (-3.23016, -2.11134, -1.89680)  -0.6033
C (-3.78150, -2.22988, -3.11796)  -0.9505
C (-3.05096, -1.89485, -4.30635)  0.8992
C (-3.65267, -1.99151, -5.57319)  -0.7756
C (-2.95711, -1.67232, -6.71115)  -0.5426
C (-1.62703, -1.24158, -6.59254)  -0.6776
C (-1.02140, -1.14049, -5.36374)  -0.5065
C (-1.71459, -1.47121, -4.17866)  0.7637
H (4.42770, 1.55848, -0.17689)  0.4934
H (3.49393, 1.16847, 1.29328)  -0.2956
H (4.79175, 0.08658, 0.75973)  0.4051
H (5.49477, -0.12028, -1.27086)  0.3662
H (6.13320, -1.09520, -3.41562)  0.3962
H (4.38630, -2.03799, -4.91606)  0.3890
H (2.01697, -1.98786, -4.19829)  0.4598
H (-3.78803, -2.35718, -1.00016)  0.4141
H (-4.80359, -2.57972, -3.22464)  0.3257
H (-4.68303, -2.32438, -5.63388)  0.3596
H (-3.42572, -1.74740, -7.68354)  0.3825
H (-1.06855, -0.97760, -7.48244)  0.3943
H (-0.00017, -0.79673, -5.28673)  0.4439
C (-5.42586, -0.75718, 3.01995)  -1.2711
C (-4.25132, -0.68151, 3.92105)  0.9591
N (-4.28699, -0.53473, 5.20648)  -0.7920
N (-2.96744, -0.51541, 5.57293)  0.2168
C (-2.10034, -0.62677, 4.55094)  0.0105
S (-0.43299, -0.67840, 4.56623)  -0.3315
N (-2.94732, -0.73336, 3.48045)  0.2912
N (-2.48099, -0.83253, 2.17456)  -0.5386
H (-6.32735, -0.75144, 3.62661)  0.3437
H (-5.40318, -1.66891, 2.42172)  0.3080
H (-5.46110, 0.09652, 2.34050)  0.3118
H (-2.70458, -0.43234, 6.53832)  0.1742
H (-3.16756, -0.46278, 1.53017)  0.1601
H (-2.29824, -1.79874, 1.92216)  0.3058
N (-4.48060, 4.17247, 0.74380)  -0.4827
C (-3.34205, 4.02154, 0.74680)  0.0010
C (-1.91361, 3.82286, 0.77421)  0.3366
C (-1.03108, 4.89441, 0.77121)  -0.3360
C (0.32490, 4.62664, 0.81723)  -0.7910
C (0.73849, 3.30368, 0.87054)  -0.1914
N (-0.10417, 2.27194, 0.87482)  0.1910
C (-1.40320, 2.53071, 0.82023)  -0.3553
H (-1.40515, 5.90860, 0.73313)  0.5026
H (1.05127, 5.42698, 0.81148)  0.4194
H (1.79456, 3.05917, 0.90698)  0.3047
H (-2.07093, 1.67696, 0.81529)  0.3544
Cl (6.36449, -1.24715, 4.21597)  -0.2196
C (4.89484, -0.33766, 4.10162)  0.3699
C (4.83121, 0.96241, 4.56662)  -0.3821
C (3.62651, 1.63597, 4.44559)  -0.5934
C (2.55117, 0.98376, 3.86263)  -0.3090
N (2.62201, -0.26530, 3.40436)  0.0010
C (3.77228, -0.91808, 3.52989)  -0.5161
H (5.69987, 1.42614, 5.01475)  0.4496
H (3.52201, 2.65042, 4.80599)  0.4097
H (1.58609, 1.47036, 3.76728)  0.3657
H (3.81576, -1.93554, 3.15800)  0.3774

Values from the calculation:
Energy relative to the best compared isomer or geometry (same formula, charge and spin)   7.0 kcal/mol

---

| no. | E_LUMO (eV) | Kohn-Sham gap (eV) | E_tot (eV) |
| --- | --- | --- | --- |
| 1 | -11.072 | 9.78 | -158544.3570 |
| 2 | 1.169 | 10.95 | -7661.6899 |
| 3 | -0.250 | 6.36 | -74103.1833 |